DFT (ωB97M-V with the def2-TZVPD basis set) results for a molecular structure, C29H29N3O7S.

E_LUMO, eV: -0.86
Energy relative to the best compared isomer or geometry (same formula, charge and spin), kJ/mol: 2177.2
HOMO level, eV: -7.98

Geometry (Å):
C: 6.640 -2.522 0.733
H: 7.413 -2.211 0.141
H: 6.613 -2.444 1.827
O: 5.548 -1.833 0.180
C: 4.340 -2.142 0.533
C: 4.119 -2.958 1.656
C: 2.900 -2.973 2.111
C: 1.682 -2.402 1.646
C: 2.046 -1.443 0.704
C: 3.322 -1.198 0.185
H: 3.586 -0.512 -0.296
H: 1.294 -0.840 0.368
C: 0.322 -2.450 1.972
N: -0.123 -1.092 2.936
C: 0.659 -0.611 3.719
O: 1.778 -0.928 4.300
C: 0.309 1.019 3.966
H: -0.531 0.987 4.763
O: -0.227 1.607 2.964
C: -1.266 2.204 2.896
O: -2.052 2.189 3.725
C: -1.587 2.429 1.561
C: -1.066 1.716 0.491
C: -1.491 1.813 -0.783
C: -2.888 2.159 -1.100
C: -3.441 3.149 -0.189
C: -2.793 3.110 0.936
H: -3.467 3.557 2.044
H: -4.129 3.762 -0.375
H: -3.130 2.434 -2.212
S: -0.869 0.622 -2.056
O: -0.382 -0.678 -1.583
O: -1.697 0.623 -3.252
N: 0.646 1.565 -2.544
C: 0.422 2.739 -3.316
H: -0.708 3.186 -2.828
C: 0.332 2.227 -4.804
H: 0.481 3.499 -5.283
O: 1.625 1.705 -5.015
C: 1.841 0.540 -4.127
H: 2.720 0.256 -4.668
C: 1.946 0.977 -2.632
H: 1.890 -0.097 -2.226
H: 2.751 1.466 -2.660
H: 0.967 -0.281 -4.454
H: -0.554 1.792 -5.098
H: 1.139 3.558 -3.147
H: -0.188 1.234 0.400
H: 0.999 1.340 4.649
N: -1.148 -0.646 2.497
C: -1.746 -1.387 1.443
C: -2.954 -1.053 0.719
C: -4.035 -0.138 1.236
C: -4.929 0.385 0.492
C: -5.193 -0.074 -0.781
C: -4.263 -0.937 -1.143
C: -3.122 -1.589 -0.640
H: -2.355 -2.195 -0.977
H: -4.489 -1.498 -2.184
H: -6.054 0.393 -1.243
H: -5.702 0.902 0.896
H: -3.639 0.361 2.262
C: -0.841 -2.543 1.064
H: -1.125 -3.424 1.175
H: -0.325 -2.309 -0.007
H: 0.256 -3.134 2.843
H: 2.533 -3.766 2.833
H: 4.717 -3.527 2.246
H: 6.672 -3.668 0.506

Just the Mulliken charges please, in e? Sure, here they are: -0.86 0.34 0.35 -0.42 0.75 -0.63 -0.88 0.16 1.88 -2.54 1.39 -0.22 -0.88 0.36 0.72 -0.72 -1.00 0.35 -0.28 0.25 -0.57 -0.34 -0.49 0.70 0.07 -1.75 -0.17 0.04 1.00 0.30 0.96 -0.65 -0.62 -0.01 -0.61 0.18 -0.56 0.31 -0.39 -0.44 0.46 -0.65 -0.06 0.85 0.19 0.37 0.46 1.14 0.71 -0.62 0.27 1.04 -0.44 -0.26 -1.03 0.04 -1.17 0.65 0.08 0.43 0.63 0.23 -0.80 0.93 0.05 0.50 0.15 0.51 0.27

DFT (ωB97M-V with the def2-TZVPD basis set) results for a molecular structure, C9H12AuN5OS.

<S²>: 2.03
Charge: +2
2S+1: 3
E_LUMO (alpha / beta), eV: -7.79 / -9.99
Energy relative to the best compared isomer or geometry (same formula, charge and spin), kJ/mol: 35.4
HOMO level (alpha / beta), eV: -15.49 / -16.02

Geometry (Å):
Au: 0.524 0.708 0.750
N: 3.124 -1.539 3.392
C: 2.174 -0.979 2.679
S: 2.483 -0.421 1.086
N: 0.937 -0.951 3.337
N: 0.018 -0.498 2.504
C: -1.252 -0.626 2.781
C: -2.205 -0.014 1.857
C: -3.559 -0.141 2.050
C: -4.425 0.375 1.080
C: -3.879 0.965 -0.037
C: -2.488 1.065 -0.166
N: -1.660 0.595 0.759
H: 4.071 -1.602 3.047
H: 2.900 -1.949 4.290
H: -1.557 -1.224 3.637
H: -3.945 -0.643 2.928
H: -5.496 0.292 1.206
H: -4.513 1.355 -0.823
H: -2.033 1.543 -1.023
C: 2.449 3.353 -0.406
C: 0.965 3.471 -0.545
N: 0.453 4.596 -1.001
O: 0.149 2.541 -0.243
H: 2.934 3.615 -1.347
H: 2.720 2.339 -0.131
H: 2.795 4.046 0.363
H: 1.042 5.367 -1.275
H: -0.546 4.691 -1.092

Just the Mulliken charges please, in e? Sure, here they are: 0.91 -0.28 0.69 -0.32 -0.87 0.36 -0.17 0.79 -0.65 -0.24 -0.68 -0.02 -0.35 0.23 0.29 0.46 0.38 0.47 0.39 0.49 -0.99 0.89 -0.34 -0.77 0.36 0.15 0.35 0.22 0.25

DFT (ωB97M-V with the def2-TZVPD basis set) results for a molecular structure, C24H40CrN10OSSe.

<S²>: 3.84
Charge: +1
2S+1: 4
E_LUMO (alpha / beta), eV: -2.54 / -2.69
Energy relative to the best compared isomer or geometry (same formula, charge and spin), kJ/mol: 0.0
HOMO level (alpha / beta), eV: -8.65 / -8.93

Geometry (Å):
Cr: 1.034 0.766 -1.302
C: -3.759 3.589 2.720
C: -2.530 3.024 3.451
C: -1.853 4.143 4.259
C: -2.987 1.932 4.416
C: -1.563 2.496 2.400
C: -0.925 3.371 1.530
C: -0.087 2.893 0.545
N: 0.147 1.586 0.387
C: -0.448 0.722 1.222
C: -1.299 1.140 2.226
C: -0.195 -0.726 0.932
C: -0.436 -1.729 1.852
C: -0.181 -3.057 1.525
C: 0.325 -3.301 0.252
C: 0.554 -2.253 -0.612
N: 0.306 -0.981 -0.285
C: -0.403 -4.204 2.503
C: -1.161 -5.343 1.803
C: -1.203 -3.766 3.730
C: 0.975 -4.711 2.958
H: -4.452 4.023 3.445
H: -4.286 2.804 2.173
H: -3.477 4.371 2.013
H: -2.515 4.459 5.068
H: -1.642 5.020 3.648
H: -0.915 3.801 4.702
H: -3.614 2.377 5.191
H: -2.142 1.447 4.912
H: -3.584 1.166 3.915
H: -1.073 4.440 1.603
H: 0.434 3.534 -0.156
H: -1.779 0.401 2.854
H: -0.810 -1.467 2.831
H: 0.551 -4.306 -0.076
H: 0.951 -2.412 -1.608
H: -2.087 -4.985 1.348
H: -1.418 -6.112 2.533
H: -0.561 -5.819 1.026
H: -2.153 -3.302 3.451
H: -0.643 -3.065 4.354
H: -1.428 -4.638 4.344
H: 1.580 -5.037 2.109
H: 0.853 -5.561 3.632
H: 1.525 -3.931 3.490
Se: 2.048 2.722 -2.146
C: 1.433 -2.161 -5.012
N: 2.508 -1.206 -4.782
C: 3.601 -1.161 -5.745
C: 2.481 -0.371 -3.758
O: 1.587 -0.346 -2.907
H: 1.155 -2.137 -6.065
H: 0.574 -1.886 -4.407
H: 1.755 -3.172 -4.759
H: 3.223 -0.896 -6.732
H: 4.089 -2.133 -5.805
H: 4.331 -0.417 -5.437
H: 3.307 0.347 -3.711
N: 5.619 -1.591 0.137
N: 4.667 -0.584 0.042
N: 4.894 0.617 0.531
C: 3.729 1.204 0.295
N: 2.863 0.368 -0.281
N: 3.496 -0.792 -0.446
H: 6.530 -1.160 0.040
H: 5.418 -2.279 -0.578
H: 3.507 2.234 0.513
C: -3.357 3.543 -4.421
N: -2.897 2.475 -3.553
C: -1.606 2.203 -3.313
N: -0.671 2.938 -3.886
S: -1.252 0.845 -2.312
H: -4.436 3.467 -4.517
H: -2.918 3.457 -5.416
H: -3.119 4.526 -4.009
H: -3.564 1.863 -3.114
H: -0.911 3.826 -4.299
H: 0.293 2.860 -3.460

Just the Mulliken charges please, in e? Sure, here they are: 0.42 -1.58 1.96 -1.64 -2.09 0.32 -0.80 -1.13 0.24 -0.04 0.13 -0.50 -0.06 0.30 -0.64 -1.12 0.41 2.08 -1.67 -2.06 -1.56 0.44 0.37 0.36 0.47 0.34 0.37 0.43 0.45 0.38 0.44 0.56 0.50 0.48 0.42 0.47 0.38 0.47 0.34 0.47 0.37 0.43 0.36 0.43 0.37 -0.87 -0.95 0.21 -0.87 0.15 -0.44 0.36 0.26 0.29 0.33 0.34 0.28 0.28 -0.61 1.07 -0.98 -0.38 0.57 -0.43 0.30 0.28 0.50 -1.06 -0.15 0.79 -0.21 -0.50 0.35 0.34 0.33 0.25 0.25 -0.17

DFT (ωB97M-V with the def2-TZVPD basis set) results for a molecular structure, C4H4N2O2.

E_LUMO, eV: -0.56
Energy relative to the best compared isomer or geometry (same formula, charge and spin), kJ/mol: 536.3
HOMO level, eV: -9.48

Geometry (Å):
C: -0.078 -0.288 -0.133
C: -1.595 -0.491 -0.153
C: -2.796 -0.589 -0.105
C: 0.402 1.087 -0.104
H: 2.451 -2.144 -0.047
H: 2.405 -0.409 -0.513
H: -3.852 -0.973 0.285
H: -0.278 2.905 0.360
N: 1.889 -1.223 0.350
N: 0.611 -1.379 0.014
O: -0.679 1.964 0.326
O: 1.521 1.541 -0.280

Just the Mulliken charges please, in e? Sure, here they are: 0.31 -0.51 0.09 0.74 0.32 0.30 0.31 0.35 -0.64 -0.24 -0.46 -0.56